1.
This record from the Open Molecules 2025 dataset describes 13 unconnected molecules or ions with the total composition C5H37NO12 in a non-equilibrium geometry. The level of theory is ωB97M-V with the def2-TZVPD basis set.

Last column: Löwdin charge in e.
Cartesian coordinates (Å):
C 2.667 -3.152 -0.916  -0.08
N 1.874 -1.868 -0.759  -0.14
C 0.009 -0.009 1.997  -0.08
C 0.332 -0.363 0.462  -0.17
C 0.704 -1.850 0.100  -0.39
C -0.563 -2.592 -0.558  -0.04
H 3.558 -2.738 -1.378  0.06
H 2.192 -3.755 -1.637  0.05
H 2.910 -3.696 0.084  0.11
H 1.597 -1.476 -1.740  0.13
H -0.663 -0.814 2.388  0.07
H -0.326 1.025 2.188  0.05
H 0.962 -0.169 2.456  0.06
H -0.595 -0.146 -0.095  0.08
H 1.260 0.252 0.253  0.09
H 0.915 -2.374 1.092  0.13
H -0.309 -3.649 -0.391  0.05
H -1.565 -2.315 -0.229  0.05
H -0.439 -2.389 -1.646  0.08
H 3.950 0.987 -0.189  0.14
H 2.952 -0.100 -0.648  0.07
O 3.103 0.906 -0.782  -0.14
H -2.187 1.330 -2.729  0.08
H -1.215 2.517 -2.160  0.01
O -1.371 1.527 -2.227  -0.09
H -2.587 0.957 0.342  0.10
H -2.264 0.942 1.743  -0.07
O -2.064 1.402 1.035  0.00
H -0.541 4.096 1.474  0.06
H -1.480 2.989 0.855  0.00
O -1.281 3.937 0.813  -0.07
H 1.447 3.581 1.661  0.02
H 0.594 2.553 2.372  -0.02
O 0.945 3.419 2.465  -0.04
H 0.901 0.059 -3.662  0.04
H -0.247 0.188 -2.476  0.02
O 0.244 -0.438 -3.108  -0.14
H 1.074 3.299 -0.947  0.02
H 2.065 2.266 -0.406  -0.06
O 1.530 2.969 -0.169  -0.02
H -4.076 -2.978 1.084  0.00
H -2.784 -3.766 1.322  0.06
O -3.182 -2.915 1.060  -0.02
H -0.914 -3.610 2.164  -0.02
H -0.212 -4.379 0.977  0.00
O -0.743 -4.399 1.760  -0.01
H -0.683 4.812 -2.054  0.06
H -1.071 3.899 -0.764  0.04
O -0.663 3.934 -1.705  -0.08
H -3.315 -0.828 3.991  0.05
H -3.077 -1.268 2.394  0.02
O -3.009 -0.603 3.110  -0.06
H 1.182 1.829 -2.699  0.00
H 2.490 1.373 -2.386  0.00
O 1.971 1.590 -3.182  -0.06

Net charge: 0
Frontier orbital gap in eV: 8.99
LUMO level in hartree: 0.003
E_tot in eV: -31844.2537

***

2.
This record from the Open Molecules 2025 dataset describes 5 unconnected molecules or ions with the total composition H9O5. The level of theory is ωB97M-V with the def2-TZVPD basis set.

Last column: Löwdin charge in e.
Cartesian coordinates (Å):
O 2.318 -0.617 0.775  -0.20
H 3.269 -0.506 0.746  -0.01
O 0.954 -2.837 1.642  -0.12
H 0.818 -3.382 0.865  0.00
H 1.562 -2.115 1.343  -0.02
O 0.824 1.056 -0.198  -0.41
H 0.330 0.693 -0.938  -0.09
H 1.810 0.180 0.255  -0.05
O 0.769 3.890 -1.489  -0.11
H 1.578 4.028 -0.986  0.01
H 0.561 2.977 -1.213  -0.01
O -5.029 -1.368 0.025  -0.07
H -4.671 -0.475 0.097  0.04
H -5.093 -1.523 -0.924  0.03

Net charge: -1
Frontier orbital gap in eV: 7.51
LUMO level in hartree: 0.117
E_tot in eV: -10384.6346

***

3.
This record from the Open Molecules 2025 dataset describes a molecular structure, C23H30CsN5O5S2Te in a non-equilibrium geometry. The level of theory is ωB97M-V with the def2-TZVPD basis set.

Last column: Löwdin charge in e.
Cartesian coordinates (Å):
Cs -0.588 0.720 0.046  1.62
N -0.080 -2.886 -2.601  0.00
C 1.261 -3.455 -2.654  -0.31
C 1.758 -3.786 -1.244  -0.22
C 2.521 -2.635 -0.588  -0.21
C 2.749 -2.872 0.904  -0.30
N 1.471 -2.910 1.611  0.01
H -0.389 -2.588 -3.523  -0.05
H -0.075 -2.039 -2.042  0.04
H 1.995 -2.798 -3.150  0.10
H 1.198 -4.373 -3.246  0.10
H 2.407 -4.668 -1.274  0.10
H 0.890 -4.020 -0.627  0.10
H 1.958 -1.702 -0.700  0.11
H 3.489 -2.504 -1.080  0.11
H 3.425 -2.092 1.287  0.10
H 3.243 -3.840 1.043  0.10
H 1.070 -1.975 1.612  0.04
H 1.614 -3.140 2.586  0.06
Te -1.252 -0.543 -5.441  0.60
C -0.920 -1.323 -7.336  -1.14
C 0.039 -2.211 -7.754  -0.31
C 0.026 -2.496 -9.143  -0.26
C -0.952 -1.829 -9.814  -0.49
S -1.862 -0.843 -8.720  0.83
H 0.744 -2.645 -7.057  0.08
H 0.720 -3.172 -9.628  0.08
H -1.201 -1.842 -10.864  0.03
O 1.383 2.102 0.682  -0.81
S 1.528 2.258 2.146  0.91
C 2.220 3.998 2.289  -0.29
C 1.212 4.872 3.019  -0.25
C -0.152 4.338 2.599  -0.24
C -0.069 2.844 2.839  -0.30
H 2.343 4.306 1.252  0.09
H 3.193 3.948 2.781  0.07
H 1.334 5.929 2.770  0.11
H 1.335 4.767 4.103  0.10
H -0.317 4.526 1.536  0.07
H -0.966 4.801 3.161  0.11
H -0.881 2.275 2.391  0.05
H -0.012 2.603 3.905  0.10
N -3.552 1.301 -3.310  0.14
C -2.566 1.829 -2.507  -0.58
O -1.598 1.119 -2.186  -0.39
C -2.785 3.174 -2.051  -0.23
C -1.870 3.878 -1.257  -0.25
N -1.166 4.542 -0.618  0.13
C -3.954 3.877 -2.386  -0.28
N -4.920 4.457 -2.663  0.09
H -3.245 0.517 -3.875  -0.04
H -4.149 1.958 -3.786  0.08
O 1.486 0.541 4.963  0.05
C 0.393 -0.184 5.328  -0.26
C 0.230 -0.574 6.654  -0.04
C -0.898 -1.273 7.059  -0.11
C -1.880 -1.576 6.128  -0.10
C -1.716 -1.185 4.810  -0.02
C -0.587 -0.497 4.376  -0.04
C -0.499 -0.154 2.892  -0.73
O -1.583 -0.048 2.288  -0.25
O 0.634 -0.037 2.362  -0.28
H 2.068 0.627 5.724  0.10
H 0.991 -0.316 7.385  0.10
H -1.009 -1.566 8.095  0.09
H -2.770 -2.110 6.438  0.09
H -2.466 -1.400 4.060  0.12

Net charge: -2
Frontier orbital gap in eV: 4.39
LUMO level in hartree: 0.119
E_tot in eV: -71539.0392

***

4.
This record from the Open Molecules 2025 dataset describes 2 unconnected molecules or ions with the total composition C3H7N in a non-equilibrium geometry. The level of theory is ωB97M-V with the def2-TZVPD basis set.

Last column: Löwdin charge in e.
Cartesian coordinates (Å):
C -0.153 2.085 -5.514  -0.06
C -0.664 1.180 -4.641  -0.06
H 0.089 3.099 -5.177  0.04
H -0.269 2.099 -6.536  0.01
H -0.812 1.060 -3.571  0.05
H -0.811 0.200 -5.048  0.02
C 0.851 -2.053 5.912  -0.16
N -0.335 -1.581 6.196  -0.01
H 1.223 -1.661 4.886  0.07
H 1.669 -2.661 6.393  0.06
H -0.788 -1.766 7.100  0.03

Net charge: 0
Frontier orbital gap in eV: 11.27
LUMO level in hartree: 0.047
E_tot in eV: -4711.7128

***

5.
This record from the Open Molecules 2025 dataset describes a molecular structure, C33H33N8RuS2. The level of theory is ωB97M-V with the def2-TZVPD basis set.

Last column: Löwdin charge in e.
Cartesian coordinates (Å):
Ru -0.016 0.007 0.145  1.34
C -1.514 2.040 3.598  -0.20
C -1.853 3.013 2.475  -0.18
C -1.198 2.699 1.109  -0.21
N -0.018 1.838 1.117  -0.11
C 1.141 2.258 1.595  -0.28
C 1.310 3.547 2.138  -0.03
C 2.388 4.158 2.768  -0.09
C 3.648 3.681 3.066  -0.12
C 4.124 2.418 2.723  -0.09
C 3.534 1.405 2.002  -0.02
C 2.260 1.305 1.377  -0.23
N 1.961 0.322 0.555  -0.09
C 2.961 -0.617 0.076  -0.21
C 2.547 -1.210 -1.269  -0.17
C 1.505 -2.321 -1.158  -0.23
N 0.453 -1.933 -0.247  -0.12
C -0.177 -2.832 0.502  -0.22
C -0.146 -4.207 0.215  -0.03
C -0.788 -5.274 0.832  -0.09
C -1.620 -5.311 1.932  -0.11
C -1.969 -4.225 2.730  -0.08
C -1.593 -2.904 2.658  -0.01
C -0.767 -2.236 1.723  -0.21
N -0.399 -0.983 1.867  -0.10
C -0.540 -0.296 3.136  -0.20
C -1.807 0.566 3.265  -0.16
H -2.056 2.351 4.493  0.11
H -0.454 2.149 3.846  0.10
H -1.608 4.030 2.793  0.10
H -2.934 3.000 2.311  0.11
H -0.948 3.639 0.597  0.11
H -1.926 2.193 0.481  0.08
H 0.427 4.168 2.080  0.09
H 2.185 5.173 3.095  0.11
H 4.313 4.333 3.616  0.09
H 5.127 2.190 3.069  0.10
H 4.143 0.519 1.892  0.09
H 3.121 -1.416 0.813  0.13
H 3.916 -0.099 -0.051  0.11
H 3.432 -1.624 -1.759  0.11
H 2.190 -0.402 -1.911  0.09
H 2.009 -3.213 -0.768  0.11
H 1.115 -2.576 -2.150  0.11
H 0.424 -4.471 -0.665  0.09
H -0.617 -6.232 0.349  0.10
H -2.044 -6.272 2.194  0.10
H -2.653 -4.446 3.543  0.11
H -2.035 -2.265 3.410  0.10
H 0.342 0.337 3.252  0.10
H -0.473 -1.041 3.934  0.11
H -2.467 0.132 4.019  0.11
H -2.357 0.499 2.322  0.09
N -1.021 -0.308 -4.721  0.18
C -1.689 -1.512 -4.571  -0.18
C -2.390 -2.315 -5.463  -0.02
C -2.959 -3.461 -4.940  -0.09
C -2.843 -3.792 -3.581  -0.08
C -2.148 -2.990 -2.700  0.00
C -1.555 -1.838 -3.214  -0.21
N -0.824 -0.857 -2.570  0.15
C -0.542 0.018 -3.480  -0.28
C 0.193 1.215 -3.107  -0.30
C 0.684 2.188 -3.920  -0.34
S 1.478 3.378 -2.984  1.07
C 1.084 2.513 -1.571  -0.45
N 0.423 1.405 -1.752  -0.01
H -0.987 0.257 -5.550  0.16
H -2.495 -2.060 -6.510  0.11
H -3.522 -4.115 -5.593  0.10
H -3.328 -4.688 -3.217  0.10
H -2.082 -3.220 -1.645  0.10
H 0.632 2.252 -4.993  0.08
H 1.377 2.883 -0.603  0.07
S -4.803 -0.630 -0.359  0.47
C -3.215 -0.342 -0.212  -0.98
N -2.070 -0.134 -0.101  -0.07

Net charge: 0
Frontier orbital gap (spin up / spin down) in eV: 6.89 / 6.21
LUMO level (spin up / spin down) in hartree: 0.004 / -0.018
Multiplicity: 2
E_tot in eV: -70930.2061

***

6.
This record from the Open Molecules 2025 dataset describes 2 unconnected molecules or ions with the total composition C3H9NO2S in a non-equilibrium geometry. The level of theory is ωB97M-V with the def2-TZVPD basis set.

Last column: Löwdin charge in e.
Cartesian coordinates (Å):
O 2.535 0.500 2.069  0.07
C 2.516 0.352 0.881  -0.24
C 1.446 -0.438 0.125  -0.45
C 0.681 0.640 -0.697  -0.54
S -0.276 -0.093 -2.060  0.69
N 0.543 -1.122 0.996  0.04
H 3.267 0.846 0.224  0.13
H 1.955 -1.098 -0.579  0.14
H 0.058 1.234 -0.032  0.08
H 1.385 1.296 -1.223  0.06
H -0.984 -0.923 -1.277  -0.15
H 0.748 -2.100 1.134  0.08
H 0.471 -0.698 1.913  0.08
H -4.550 0.194 0.184  0.03
H -4.717 0.645 -1.272  0.03
O -5.078 0.764 -0.386  -0.06

Net charge: 0
Frontier orbital gap in eV: 9.81
LUMO level in hartree: 0.022
E_tot in eV: -19676.7610

***

7.
This record from the Open Molecules 2025 dataset describes 2 unconnected molecules or ions with the total composition CH6NO2P in a non-equilibrium geometry. The level of theory is ωB97M-V with the def2-TZVPD basis set.

Last column: Löwdin charge in e.
Cartesian coordinates (Å):
C -1.240 0.648 -0.002  -0.15
N 1.520 -0.721 -0.645  -0.16
O 2.387 0.864 1.297  -0.51
O -1.122 -0.590 0.695  -0.19
P 1.466 -0.291 1.042  0.82
H -1.623 0.410 -0.999  0.09
H -0.247 1.071 -0.191  0.05
H -1.982 1.191 0.527  0.08
H 1.979 -0.324 -1.385  0.00
H 0.713 -1.259 -0.802  -0.01
H -1.851 -1.000 0.463  -0.01

Net charge: 0
Frontier orbital gap in eV: 10.09
LUMO level in hartree: 0.021
E_tot in eV: -16007.5829

***

8.
This record from the Open Molecules 2025 dataset describes a molecular structure, C25H54AlN4O33S in a non-equilibrium geometry. The level of theory is ωB97M-V with the def2-TZVPD basis set.

Last column: Löwdin charge in e.
Cartesian coordinates (Å):
Al 3.837 -22.250 7.859  1.38
S 7.042 -22.892 8.447  0.17
O 6.521 -23.063 7.119  -0.15
O 6.601 -21.512 8.665  -0.13
O 6.255 -23.726 9.326  -0.20
O 8.471 -23.077 8.506  -0.27
C 1.357 -20.418 11.737  -0.02
O 2.497 -21.057 12.361  0.02
C 3.674 -21.255 11.760  -0.56
O 3.843 -21.096 10.577  0.05
O 4.563 -21.815 12.597  0.04
C 5.832 -22.345 12.242  -0.02
H 1.667 -19.482 11.274  0.09
H 0.678 -20.077 12.519  0.10
H 0.717 -20.953 11.035  0.09
H 6.459 -22.213 13.124  0.11
H 6.380 -21.925 11.399  0.06
H 5.809 -23.427 12.109  0.08
C 6.122 -26.407 7.000  -0.03
O 4.884 -27.078 6.852  0.00
C 3.700 -26.423 6.985  -0.55
O 3.571 -25.207 7.086  0.04
O 2.748 -27.346 6.870  0.03
C 1.379 -26.953 6.933  -0.02
H 6.896 -27.174 7.026  0.12
H 6.023 -25.674 7.800  0.06
H 6.266 -25.812 6.098  0.09
H 1.177 -26.056 6.347  0.09
H 0.915 -26.899 7.918  0.10
H 0.893 -27.743 6.361  0.10
C 1.611 -22.165 3.150  -0.08
O 2.778 -22.707 2.674  0.03
C 3.761 -22.817 3.587  -0.52
O 3.739 -22.537 4.797  0.02
O 4.835 -23.338 2.957  0.03
C 6.111 -23.142 3.647  -0.01
H 0.931 -21.926 2.333  0.11
H 1.767 -21.238 3.702  0.09
H 1.058 -22.850 3.793  0.10
H 6.858 -23.724 3.108  0.09
H 6.163 -23.553 4.655  0.06
H 6.389 -22.090 3.703  0.09
C 3.797 -18.352 4.476  -0.02
O 5.191 -18.510 4.512  0.02
C 5.733 -19.531 5.177  -0.56
O 5.111 -20.339 5.830  0.06
O 7.057 -19.449 5.016  0.04
C 7.882 -20.474 5.540  -0.02
H 3.612 -17.683 3.637  0.11
H 3.473 -17.852 5.389  0.09
H 3.291 -19.289 4.242  0.09
H 8.941 -20.302 5.345  0.11
H 7.543 -21.446 5.181  0.06
H 7.718 -20.534 6.616  0.07
C 2.240 -17.638 8.567  -0.06
O 3.501 -17.349 9.033  0.02
C 4.452 -18.285 8.872  -0.51
O 4.360 -19.409 8.280  -0.02
O 5.521 -17.856 9.482  0.05
C 6.717 -18.576 9.418  -0.03
H 1.977 -18.659 8.843  0.09
H 2.254 -17.358 7.513  0.10
H 1.538 -16.957 9.047  0.11
H 7.030 -18.822 8.403  0.10
H 6.707 -19.460 10.056  0.07
H 7.431 -17.897 9.885  0.11
C 0.765 -24.265 11.406  -0.03
O 1.778 -25.172 11.763  0.02
C 2.905 -25.102 11.037  -0.50
O 3.213 -24.104 10.299  -0.01
O 3.610 -26.226 11.112  0.04
C 4.924 -26.246 10.529  0.00
H 1.186 -23.285 11.632  0.08
H -0.106 -24.309 12.060  0.11
H 0.460 -24.439 10.374  0.11
H 4.788 -26.361 9.454  0.08
H 5.392 -27.166 10.880  0.11
H 5.556 -25.412 10.833  0.06
C 10.602 -20.197 8.125  -0.02
O 10.425 -19.011 7.300  -0.01
C 11.513 -18.384 6.864  -0.57
O 12.694 -18.685 7.008  0.13
O 11.004 -17.493 5.991  -0.03
C 11.781 -16.582 5.235  -0.03
H 10.676 -20.013 9.197  0.08
H 11.445 -20.809 7.804  0.08
H 9.705 -20.811 8.046  0.05
H 12.030 -15.790 5.942  0.10
H 11.165 -16.102 4.475  0.09
H 12.653 -17.077 4.808  0.10
C 9.103 -23.999 5.965  0.03
N 9.841 -24.234 4.685  -0.43
O 10.974 -24.657 4.789  0.10
O 9.219 -24.034 3.663  0.07
H 8.110 -24.355 5.691  0.07
H 9.121 -22.921 6.121  0.09
H 9.560 -24.577 6.769  0.09
C 8.658 -24.997 11.110  0.03
N 9.821 -25.604 11.811  -0.41
O 10.466 -26.443 11.158  0.04
O 10.221 -25.212 12.913  0.08
H 9.076 -24.074 10.707  0.07
H 8.000 -24.659 11.911  0.09
H 8.205 -25.673 10.386  0.10
C 11.531 -23.689 8.467  0.01
N 12.791 -23.186 8.943  -0.41
O 13.383 -22.171 8.460  0.04
O 13.201 -23.742 9.936  0.09
H 11.724 -24.148 7.498  0.11
H 10.815 -22.871 8.555  0.06
H 11.164 -24.461 9.144  0.09
C 8.982 -20.823 10.984  0.01
N 9.868 -21.619 11.873  -0.37
O 11.000 -22.037 11.444  0.05
O 9.414 -21.859 12.981  0.08
H 8.057 -20.611 11.518  0.08
H 8.812 -21.410 10.081  0.06
H 9.390 -19.825 10.820  0.11

Net charge: +1
Frontier orbital gap in eV: 2.46
LUMO level in hartree: -0.355
E_tot in eV: -117734.5190